No. 1
Formula: C4H11NO2
Source: the Open Molecules 2025 dataset
Level of theory: wB97M-V/def2-TZVPD

Results
Energy relative to the best compared isomer or geometry (same formula, charge and spin) = 0.106 eV
Lowest unoccupied orbital energy = 0.47 eV
SMILES = CCCC(N)=O.O
HOMO-LUMO gap = 10.0179 eV
HOMO = -9.5 eV
2S+1 = 1

```
18
C4H11NO2, DFT wB97M-V/def2-TZVPD
O 0.01909 2.74450 -1.08048
O 0.58144 -0.91748 3.14531
N 0.46261 2.04988 1.04021
C -0.03054 1.89684 -0.22266
C -0.67363 0.53211 -0.48259
C 0.20890 -0.41780 -1.26823
C -0.52247 -1.67860 -1.70665
H 0.51278 -1.51313 3.90312
H 1.09521 -0.69778 -0.68176
H 0.65501 0.09862 -2.11849
H 0.87377 2.93032 1.28100
H -0.80516 -2.27967 -0.84624
H -1.51751 0.82326 -1.12105
H -1.45113 -1.38055 -2.19037
H 0.24599 1.29665 1.66381
H 1.34550 -1.24736 2.65968
H 0.05206 -2.28918 -2.39134
H -1.05191 0.04935 0.41673
```

No. 2
Formula: C23H41ClIrP2
Source: the Open Molecules 2025 dataset
Level of theory: wB97M-V/def2-TZVPD

Results
Energy relative to the best compared isomer or geometry (same formula, charge and spin) = 1.094 eV
Lowest unoccupied orbital energy (alpha / beta) = -4.95 / -8.11 eV
HOMO-LUMO gap (alpha / beta) = 7.4978 / 6.0930 eV
HOMO (alpha / beta) = -12.4 / -14.2 eV
Expectation value of S² = 8.77
2S+1 = 6
Net charge = +2

```
68
C23H41ClIrP2, DFT wB97M-V/def2-TZVPD
Ir 2.45176 -1.88541 0.20373
Cl 3.30978 0.28388 0.14747
P 2.15157 -1.58316 -1.83787
P -0.02746 0.83989 -2.49459
C 1.18229 -2.75813 -2.84993
C -0.25895 1.82520 -0.40955
C 2.92944 -1.55680 3.55683
C -0.57595 -0.87774 2.46676
C 3.98420 -1.81527 -2.15228
C -2.89202 3.61077 0.82933
C -1.21770 0.37187 -3.79225
C 1.16961 -2.23144 1.76650
C -1.19992 0.83902 -0.91426
C -0.28084 -1.92346 1.60087
C 0.21526 2.56381 -3.07674
C 1.61589 0.08423 -2.53049
C -3.73325 2.62756 0.49064
C -1.22184 -2.65339 0.72016
C 0.60246 -0.50197 3.20061
C 0.63154 0.47360 4.33421
C -0.43813 3.10631 0.29355
C 1.76776 -3.53144 1.36385
C -3.63632 1.85177 -0.80404
C -1.94135 -0.30090 2.73066
C -2.69054 0.67284 -0.60502
C 1.65238 -1.34973 2.83874
C -1.66983 4.00287 0.01791
H -0.84706 -0.18223 -0.64446
H -2.11276 -2.04050 0.50974
H -2.98748 4.21899 1.73584
H 0.76462 1.40589 -0.15000
H 0.46866 3.73863 0.15633
H 3.72043 -2.06696 2.97023
H -0.44049 2.84067 1.36267
H 1.92305 0.01569 -3.59189
H 2.71751 -2.18980 4.44592
H 4.25430 -2.85897 -1.93495
H 4.19280 -1.55713 -3.18707
H 0.15355 -2.78588 -2.43285
H -2.29710 -0.42706 3.77969
H 0.39470 2.53633 -4.16287
H 2.32211 -3.54871 0.27118
H -0.05633 1.29717 4.14957
H -1.32273 5.01671 0.31001
H 2.33748 0.79220 -2.07456
H 4.54887 -1.15879 -1.47211
H 1.06987 3.04187 -2.57870
H 3.32789 -0.60660 3.94487
H 2.48984 -3.87098 2.12209
H -3.34023 2.42767 -1.68621
H 1.63157 0.89984 4.49556
H -1.85768 4.04593 -1.06395
H -1.36899 -0.70391 -3.88357
H -2.72263 -0.75614 2.10680
H -2.74944 0.38523 0.47906
H 0.30927 -0.01051 5.27423
H -0.83999 0.75473 -4.75642
H -4.49035 2.20676 1.14935
H -1.57817 -3.58651 1.19252
H -0.68689 3.16784 -2.88848
H 0.93828 -4.24398 1.17554
H -1.90325 0.79113 2.52077
H 1.14342 -2.38911 -3.88594
H -4.59648 1.34222 -1.00916
H -2.19764 0.83874 -3.63968
H -0.77833 -2.98133 -0.23842
H -3.05261 -0.22010 -1.15463
H 1.63855 -3.76382 -2.81082
```

No. 3
Formula: C10H12BaNO2
Source: the Open Molecules 2025 dataset
Level of theory: wB97M-V/def2-TZVPD

Results
Lowest unoccupied orbital energy = -6.33 eV
HOMO-LUMO gap = 2.7405 eV
HOMO = -9.1 eV
2S+1 = 1
Net charge = +1

```
26
C10H12BaNO2, DFT wB97M-V/def2-TZVPD
Ba 0.36349 -3.50821 3.11023
O 1.52545 1.78977 2.34236
O 0.06271 2.54719 0.77539
N 1.53834 1.33671 -1.32168
C 0.69213 -1.28459 -0.94786
C -1.45135 -1.34921 0.79231
C -0.43833 -2.29780 0.82378
C -2.44881 0.73841 -0.03155
C -1.36673 -0.27586 -0.08486
C 1.88156 1.21965 0.10743
C -0.22422 -0.22856 -0.93669
C 1.07142 1.95728 1.19203
C 0.15782 0.97810 -1.73176
C 0.61928 -2.32757 -0.04342
H 1.70471 2.27828 -1.64328
H 0.16110 0.73551 -2.79394
H -2.28107 -1.39547 1.47976
H -2.60784 1.21541 -0.98679
H 1.52752 -1.20212 -1.62078
H -2.18636 1.52046 0.67128
H -0.50396 -3.05866 1.56395
H 2.91995 1.49931 0.23415
H -3.37915 0.26358 0.26846
H 1.38690 -3.09020 -0.01673
H -0.56158 1.76695 -1.57818
H 1.83700 0.17162 0.37638
```

No. 4
Formula: C44H47F6O3
Source: the Open Molecules 2025 dataset
Level of theory: wB97M-V/def2-TZVPD

Results
Lowest unoccupied orbital energy = 2.12 eV
HOMO-LUMO gap = 4.0369 eV
HOMO = -1.9 eV
2S+1 = 1
Net charge = -1

```
100
C44H47F6O3, DFT wB97M-V/def2-TZVPD
F 4.96196 1.51489 -6.94932
F 6.75176 4.69278 0.63701
F 0.19862 -4.68297 0.12717
F -2.93448 -10.00310 2.63470
F -4.92148 -1.00346 2.40728
F 0.09425 5.37009 3.27282
O -0.67874 -0.23313 -0.30097
O -2.18768 2.37411 0.32736
O 1.76743 -0.60817 -1.78204
C -1.63466 1.43765 1.20321
C -1.62443 8.53770 3.28787
C 1.69916 -0.67097 -0.37352
C -5.61070 -1.11508 1.25279
C 4.39586 4.74276 0.63935
C 3.16369 -4.97328 -2.68118
C 1.18007 -4.78300 -0.80029
C 0.33627 -1.08499 0.16386
C 3.99820 0.37367 -5.13101
C -3.12380 -8.08998 3.98558
C -2.14518 5.84604 3.72837
C -0.25841 3.90906 -0.32583
C -6.33448 -0.02954 0.80428
C 3.21224 4.86079 1.35571
C 4.71733 0.34888 -6.30871
C 0.93893 -4.29018 -2.06541
C 2.37657 -5.36657 -0.43787
C -2.89360 -6.73130 4.15408
C -2.26778 -5.99383 3.15881
C 5.20073 -0.81770 -6.86626
C -5.55197 -2.30919 0.56283
C 4.22772 -2.01920 -5.01968
C -2.09011 -7.97411 1.79853
C 0.26133 0.32704 -3.42186
C -6.26125 -2.41717 -0.62479
C 3.37429 -5.45897 -1.39796
C 1.94871 -4.38756 -3.01111
C -3.16825 6.77673 3.82373
C 3.75246 -0.82929 -4.48215
C 4.94818 -2.01215 -6.20588
C -2.91072 8.12453 3.61006
C -1.86741 -6.61633 1.98396
C 3.24661 5.04320 2.73371
C 4.46302 5.09757 3.39929
C -1.72477 0.03698 0.62040
C 5.65584 4.98066 2.69662
C -1.52306 3.71164 0.42230
C -7.03349 -0.15513 -0.38735
C -2.71405 -8.67919 2.80713
C -0.87882 6.28643 3.41186
C -0.59225 7.61634 3.18054
C 5.58951 4.80723 1.32922
C -7.00246 -1.34501 -1.10178
C 1.28285 0.61619 -2.34388
H 0.70766 -0.17637 -4.28486
H -1.42141 9.58495 3.10390
H -2.31750 4.78718 3.86201
H -0.51316 -0.32221 -3.00850
H -3.20724 -6.24835 5.07036
H -0.24910 3.29355 -1.23449
H 2.51597 -5.72959 0.57112
H -0.01306 -3.83080 -2.29290
H -4.17237 6.44268 4.05076
H 3.18739 -0.84129 -3.55736
H 2.00564 0.28366 0.07318
H 0.60956 3.60354 0.28699
H -2.33700 4.38494 0.12719
H 1.78303 -3.99335 -4.00525
H 2.15093 1.14868 -2.75739
H 0.83757 1.25698 -1.58402
H 5.75762 -0.78049 -7.79248
H 4.03590 -2.95043 -4.50565
H -7.59534 0.68957 -0.76367
H -6.22462 -3.34364 -1.18311
H -2.67088 -0.06357 0.07690
H -1.78766 -8.48294 0.89354
H -0.56735 1.66158 1.37279
H 5.31933 -2.93963 -6.62388
H 4.39788 4.59765 -0.43232
H 0.40686 -1.06473 1.26284
H -0.20714 1.25807 -3.74781
H -7.54432 -1.43220 -2.03393
H -2.09236 -4.93526 3.29514
H -4.95482 -3.12383 0.94905
H 4.48903 5.23421 4.47332
H 6.61863 5.01912 3.18812
H -6.32829 0.89099 1.37085
H 4.32260 -5.91058 -1.13719
H 3.63816 1.31483 -4.73767
H 0.41432 7.90970 2.91642
H -1.30115 3.87841 1.48997
H -1.71385 -0.71037 1.42717
H 0.12275 -2.12238 -0.13105
H -1.37907 -6.04407 1.20683
H -3.61062 -8.68689 4.74444
H 2.25815 4.79862 0.84005
H 3.95012 -5.04668 -3.42073
H 2.41414 -1.44055 -0.05665
H 2.31705 5.11808 3.27696
H -3.71225 8.84838 3.67720
H -2.14929 1.46242 2.18223
```

No. 5
Formula: CF3O2SZn
Source: the Open Molecules 2025 dataset
Level of theory: wB97M-V/def2-TZVPD

Results
Energy relative to the best compared isomer or geometry (same formula, charge and spin) = 1.737 eV
Lowest unoccupied orbital energy (alpha / beta) = -3.38 / -3.55 eV
HOMO-LUMO gap (alpha / beta) = 6.6336 / 4.9114 eV
HOMO (alpha / beta) = -10.0 / -8.5 eV
Expectation value of S² = 0.76
2S+1 = 2

```
8
CF3O2SZn, DFT wB97M-V/def2-TZVPD
Zn 0.01217 1.43742 2.02739
S 0.44714 1.08082 -0.88067
F -1.46243 -0.85436 -0.57275
F 0.13248 -1.34240 -2.35237
F 0.77853 -1.43685 0.00354
O 0.86217 1.84011 0.45367
O -0.54582 -0.19245 1.44559
C -0.22424 -0.53230 -0.12440
```

No. 6
Formula: C2H13NO3
Source: the Open Molecules 2025 dataset
Level of theory: wB97M-V/def2-TZVPD

Results
Energy relative to the best compared isomer or geometry (same formula, charge and spin) = 0.591 eV
Lowest unoccupied orbital energy (alpha / beta) = 3.52 / 3.40 eV
HOMO-LUMO gap (alpha / beta) = 2.3742 / 9.5959 eV
HOMO (alpha / beta) = 1.1 / -6.2 eV
Expectation value of S² = 0.75
2S+1 = 2
Net charge = -1

```
19
C2H13NO3, DFT wB97M-V/def2-TZVPD
O -2.20960 -0.01143 1.51496
O 1.30094 -2.24802 0.75447
O -2.28300 -3.68969 0.42634
N 0.16694 0.71923 -0.27727
C 1.03706 2.63620 -1.42916
C 1.39150 1.46925 -0.45751
H 1.94189 3.25280 -1.69076
H 1.79880 1.84594 0.59832
H -3.05090 -3.40601 -0.13820
H 0.53391 2.25958 -2.40464
H 2.07620 -2.74607 0.47594
H -1.45586 0.33679 1.01698
H 2.23034 0.82837 -0.86010
H 0.31496 3.32823 -1.01768
H -0.44552 0.95558 -1.03676
H -2.30639 0.66942 2.20976
H 0.85144 -2.80149 1.38331
H -2.26952 -3.09375 1.20632
H 0.37681 -0.30494 -0.27431
```